Molecular formula: C32H71ClN2O23P5Si
Method: DFT, the ωB97M-V functional and the def2-TZVPD basis

Positions of all 135 atoms, in Å:
C  7.691  -0.222  2.251
C  6.576  0.491  1.426
O  5.522  -0.393  1.054
C  4.239  0.109  1.416
C  3.280  -0.374  0.294
O  1.979  -0.872  0.752
C  1.367  -0.065  1.606
C  1.380  -0.419  2.963
Cl  2.167  -1.875  3.512
C  0.754  0.368  3.912
C  0.737  -0.016  5.392
O  1.521  0.469  6.164
O  -0.180  -0.935  5.733
C  0.092  1.549  3.479
P  -0.715  2.531  4.823
N  -1.691  1.559  5.604
C  0.094  1.843  2.125
C  -0.638  3.105  1.672
C  0.442  4.218  1.530
O  0.672  4.887  2.765
C  1.960  5.437  2.700
O  2.143  6.595  2.459
C  3.189  4.548  2.998
C  3.826  4.907  4.377
N  0.709  1.039  1.218
C  0.637  1.388  -0.208
C  -0.763  0.951  -0.831
O  -1.403  0.136  0.126
Si  -3.107  0.241  0.133
C  -3.655  -0.530  1.783
C  -3.783  1.994  0.138
C  -3.915  -0.843  -1.193
H  8.655  0.200  1.924
H  7.679  -1.311  2.128
H  7.601  0.053  3.314
H  7.056  0.850  0.497
H  6.256  1.367  2.009
H  4.017  -0.295  2.416
H  4.228  1.215  1.406
H  3.773  -1.226  -0.191
H  3.228  0.410  -0.464
H  -0.713  -0.600  6.473
H  -1.451  3.636  4.352
H  0.274  2.956  5.741
H  -2.633  1.937  5.572
H  -1.115  2.974  0.693
H  -1.421  3.400  2.371
H  0.150  4.880  0.698
H  1.382  3.724  1.214
H  2.834  3.499  2.956
H  3.945  4.674  2.213
H  4.660  5.606  4.256
H  4.207  3.981  4.830
H  3.039  5.348  5.005
H  0.772  2.463  -0.375
H  1.405  0.885  -0.799
H  -0.559  0.442  -1.785
H  -1.297  1.886  -1.065
H  -3.430  -1.606  1.766
H  -2.989  -0.089  2.554
H  -4.696  -0.292  2.031
H  -3.376  2.619  -0.681
H  -4.870  1.998  -0.031
H  -3.496  2.496  1.076
H  -4.044  -0.283  -2.135
H  -3.365  -1.784  -1.343
H  -4.934  -1.135  -0.881
C  7.807  -7.943  1.603
O  6.708  -7.652  0.754
P  6.784  -6.422  -0.375
O  7.809  -7.018  -1.283
O  7.473  -5.374  0.704
C  6.847  -5.099  1.955
O  6.314  -5.176  -1.395
C  6.245  -3.819  -0.972
H  7.948  -9.023  1.605
H  8.725  -7.453  1.286
H  7.560  -7.640  2.623
H  7.583  -5.240  2.747
H  5.995  -5.753  2.144
H  6.517  -4.058  1.978
H  7.248  -3.438  -0.784
H  5.614  -3.707  -0.092
H  5.805  -3.238  -1.783
C  -7.260  -5.633  -2.777
O  -8.453  -4.878  -2.655
P  -8.620  -3.677  -1.484
O  -7.552  -2.803  -2.103
O  -7.936  -4.694  -0.371
C  -8.553  -5.942  -0.046
O  -8.968  -2.542  -0.285
C  -8.998  -2.864  1.101
H  -7.000  -5.674  -3.834
H  -6.433  -5.209  -2.211
H  -7.449  -6.656  -2.443
H  -7.805  -6.729  -0.134
H  -9.390  -6.173  -0.706
H  -8.903  -5.918  0.988
H  -7.991  -3.090  1.451
H  -9.675  -3.692  1.306
H  -9.362  -1.986  1.636
C  6.313  2.460  -3.212
O  4.911  2.296  -3.383
P  4.227  0.783  -3.554
O  4.508  0.270  -2.170
O  5.401  0.320  -4.611
C  5.661  1.074  -5.800
O  3.228  -0.475  -4.019
C  3.406  -1.198  -5.239
H  6.468  3.170  -2.400
H  6.822  1.525  -2.985
H  6.733  2.898  -4.118
H  6.730  1.282  -5.847
H  5.115  2.017  -5.819
H  5.391  0.480  -6.674
H  4.317  -1.791  -5.187
H  3.424  -0.532  -6.099
H  2.558  -1.872  -5.346
C  -6.415  6.250  -3.088
O  -6.564  5.361  -1.993
P  -6.555  3.691  -2.212
O  -5.105  3.672  -2.637
O  -7.549  3.821  -3.522
C  -8.859  4.377  -3.393
O  -6.617  2.004  -2.256
C  -7.640  1.292  -2.945
H  -5.692  7.013  -2.800
H  -6.081  5.749  -3.994
H  -7.368  6.750  -3.274
H  -8.980  5.153  -4.148
H  -9.027  4.813  -2.407
H  -9.605  3.602  -3.578
H  -7.541  1.443  -4.019
H  -8.627  1.592  -2.596
H  -7.516  0.227  -2.740

LUMO energy, hartree: -0.146
E_HOMO, eV: -10.86
Multiplicity: 1
Charge: +1
HOMO-LUMO gap, eV: 6.88
M, g/mol: 1070.3

Mulliken population analysis, charges in e, atoms 1 to 5: -1.076, -0.066, -0.301, -0.333, -0.247

Molecular formula: C32H72F12N4O12
Method: DFT, the ωB97M-V functional and the def2-TZVPD basis

Positions of all 132 atoms, in Å:
C  -5.785  0.995  0.137
C  -6.253  2.456  -0.499
C  -5.160  3.573  -0.710
O  -5.799  4.813  -1.001
C  -5.013  5.981  -0.798
N  -7.081  2.269  -1.762
H  -7.946  1.781  -1.577
H  -7.345  3.039  -2.358
H  -6.572  1.688  -2.413
H  -5.001  0.600  -0.510
H  -6.614  0.298  0.013
H  -5.464  1.009  1.179
H  -6.895  2.910  0.256
H  -4.399  3.279  -1.432
H  -4.668  3.539  0.262
H  -4.269  5.989  -1.595
H  -4.441  6.014  0.129
H  -5.518  6.947  -0.787
C  -2.097  -4.129  -1.441
C  -0.881  -4.793  -0.686
C  0.434  -4.781  -1.514
O  1.356  -5.553  -0.869
C  2.561  -5.566  -1.525
N  -0.704  -3.895  0.539
H  -1.630  -3.786  0.928
H  -0.168  -4.238  1.323
H  -0.358  -3.012  0.190
H  -2.993  -4.433  -0.899
H  -2.075  -4.327  -2.513
H  -2.074  -3.040  -1.408
H  -1.151  -5.786  -0.326
H  0.786  -3.776  -1.748
H  0.338  -5.271  -2.483
H  2.617  -5.996  -2.525
H  3.349  -5.988  -0.903
H  2.867  -4.521  -1.569
C  2.495  -1.175  5.402
C  1.844  -0.645  4.159
C  2.332  0.716  3.550
O  3.745  0.726  3.294
C  4.077  1.910  2.685
N  1.911  -1.731  3.080
H  1.438  -1.496  2.219
H  2.767  -2.043  2.644
H  1.353  -2.531  3.343
H  3.575  -1.194  5.258
H  2.219  -2.173  5.742
H  2.441  -0.476  6.237
H  0.772  -0.596  4.351
H  2.158  1.622  4.131
H  1.803  0.859  2.608
H  3.959  2.768  3.346
H  3.432  1.979  1.809
H  5.105  1.940  2.322
C  5.439  -1.831  -0.885
C  4.326  -0.743  -1.071
C  4.274  0.018  -2.432
O  3.118  0.889  -2.370
C  2.985  1.588  -3.554
N  2.945  -1.374  -0.871
H  3.021  -2.299  -0.473
H  2.270  -0.805  -0.380
H  2.547  -1.566  -1.780
H  5.522  -2.111  0.165
H  6.356  -1.266  -1.053
H  5.377  -2.571  -1.684
H  4.308  -0.056  -0.225
H  4.090  -0.722  -3.211
H  5.150  0.640  -2.616
H  2.009  2.073  -3.551
H  2.924  0.918  -4.411
H  3.793  2.284  -3.782
C  -4.200  0.340  -4.267
O  -4.483  -1.056  -4.494
O  -5.369  0.923  -3.767
C  -2.751  0.611  -3.576
F  -2.237  -0.494  -3.010
F  -1.811  0.985  -4.481
F  -2.793  1.480  -2.694
C  -3.771  -1.561  -5.622
C  -3.694  -3.109  -5.541
H  -4.700  -3.472  -5.328
H  -3.142  -3.478  -6.405
H  -3.093  -3.386  -4.674
H  -2.707  -1.328  -5.582
H  -4.289  -1.354  -6.558
H  -4.120  0.863  -5.220
C  5.626  5.101  -0.672
O  5.793  5.734  0.558
O  6.419  5.883  -1.557
C  5.931  3.550  -0.636
F  4.840  2.814  -0.258
F  6.309  2.946  -1.788
F  6.949  3.364  0.175
C  5.026  5.276  1.660
C  5.399  6.210  2.836
H  5.269  7.272  2.631
H  4.835  6.007  3.747
H  6.420  6.232  3.218
H  5.400  4.386  2.167
H  3.980  5.135  1.386
H  4.552  5.225  -0.813
C  -1.345  -3.781  4.212
O  -2.221  -3.715  3.129
O  -0.112  -4.140  3.633
C  -1.335  -2.520  5.118
F  -1.436  -1.325  4.542
F  -2.391  -2.465  6.056
F  -0.278  -2.360  5.820
C  -3.591  -3.497  3.579
C  -4.349  -3.351  2.291
H  -5.390  -3.488  2.583
H  -4.161  -2.409  1.775
H  -4.112  -4.108  1.543
H  -3.757  -2.504  3.998
H  -4.025  -4.324  4.141
H  -1.694  -4.606  4.833
C  -0.461  0.090  0.175
O  0.311  1.281  0.535
O  0.339  -0.983  0.634
C  -1.979  0.229  0.669
F  -2.643  -0.899  0.294
F  -2.141  0.367  1.954
F  -2.791  1.165  0.141
C  0.213  2.397  -0.445
C  1.497  3.110  -0.327
H  1.589  3.564  0.660
H  2.293  2.366  -0.303
H  1.770  3.802  -1.124
H  -0.606  3.096  -0.279
H  -0.025  2.078  -1.460
H  -0.589  0.020  -0.905

LUMO energy, hartree: -0.041
E_HOMO, eV: -5.21
Multiplicity: 1
HOMO-LUMO gap, eV: 4.10
M, g/mol: 932.9

Mulliken population analysis, charges in e, atoms 1 to 5: -1.022, -0.019, -0.571, -0.399, -0.778

Molecular formula: C32H72N5O3
Method: DFT, the ωB97M-V functional and the def2-TZVPD basis

Positions of all 112 atoms, in Å:
N  0.539  0.479  0.366
O  1.207  0.753  -0.580
O  -0.592  0.148  0.168
O  0.929  0.679  1.501
C  5.017  -3.574  -5.762
C  6.082  -2.642  -5.173
C  5.727  -1.977  -3.800
N  6.234  -0.593  -3.478
C  7.791  -0.695  -3.474
C  5.599  0.003  -2.190
C  4.415  0.866  -2.588
C  4.351  0.897  -4.152
C  5.761  0.455  -4.578
H  4.329  -3.001  -6.384
H  4.407  -4.155  -5.072
H  5.610  -4.275  -6.350
H  6.209  -1.875  -5.937
H  7.098  -3.030  -5.088
H  5.989  -2.674  -3.004
H  4.658  -1.764  -3.771
H  8.057  -1.209  -2.551
H  8.093  0.352  -3.447
H  8.133  -1.286  -4.324
H  6.328  0.499  -1.549
H  5.293  -0.900  -1.661
H  4.506  1.879  -2.196
H  3.495  0.449  -2.177
H  3.910  1.792  -4.590
H  3.620  0.205  -4.571
H  6.371  1.352  -4.471
H  5.754  -0.052  -5.542
C  0.642  0.518  -5.631
C  -0.197  -0.706  -5.223
C  0.417  -1.343  -3.981
N  -0.449  -2.383  -3.339
C  -0.800  -3.505  -4.308
C  0.076  -2.870  -1.907
C  -1.229  -3.116  -1.031
C  -2.367  -2.562  -1.819
C  -1.763  -1.665  -2.879
H  0.197  1.039  -6.479
H  1.582  0.143  -6.034
H  0.675  1.204  -4.784
H  -0.240  -1.403  -6.061
H  -1.200  -0.291  -5.123
H  0.649  -0.517  -3.310
H  1.421  -1.721  -4.173
H  0.162  -4.009  -4.402
H  -1.173  -3.291  -5.309
H  -1.541  -4.192  -3.899
H  0.594  -3.829  -1.919
H  0.803  -2.090  -1.680
H  -1.309  -4.168  -0.756
H  -1.032  -2.495  -0.158
H  -2.986  -3.399  -2.143
H  -2.861  -1.863  -1.143
H  -2.548  -1.448  -3.603
H  -1.405  -0.816  -2.297
C  -4.389  0.722  0.368
C  -3.913  1.850  1.254
C  -5.073  2.586  1.925
N  -4.593  3.684  2.880
C  -3.777  4.777  2.129
C  -3.668  3.170  3.988
C  -3.958  4.085  5.189
C  -5.472  4.161  5.196
C  -5.738  4.385  3.712
H  -4.864  1.144  -0.518
H  -5.019  -0.032  0.839
H  -3.505  0.225  -0.031
H  -3.403  2.635  0.696
H  -3.286  1.437  2.044
H  -5.524  1.853  2.593
H  -5.749  3.091  1.235
H  -4.470  5.119  1.360
H  -2.873  4.408  1.644
H  -3.480  5.475  2.912
H  -2.656  3.109  3.587
H  -3.989  2.174  4.294
H  -3.479  5.050  5.024
H  -3.588  3.751  6.157
H  -5.942  4.937  5.800
H  -5.996  3.246  5.472
H  -6.040  5.351  3.309
H  -6.650  3.848  3.452
C  -2.356  -2.441  2.507
C  -2.013  -1.112  3.257
C  -0.656  -1.286  3.922
N  -0.639  -0.413  5.217
C  -1.693  -0.807  6.274
C  -0.774  1.110  4.939
C  0.683  1.603  4.782
C  1.640  0.490  5.098
C  0.777  -0.584  5.804
H  -1.547  -2.772  1.856
H  -3.226  -2.248  1.879
H  -2.706  -3.147  3.260
H  -2.912  -0.905  3.838
H  -1.980  -0.239  2.604
H  0.033  -0.966  3.141
H  -0.508  -2.337  4.171
H  -1.505  -0.242  7.187
H  -1.714  -1.889  6.401
H  -2.630  -0.433  5.861
H  -1.151  1.555  5.860
H  -1.306  1.257  4.000
H  0.779  2.514  5.374
H  0.813  1.931  3.751
H  2.450  0.890  5.708
H  2.108  0.097  4.195
H  0.948  -0.617  6.880
H  1.137  -1.577  5.536

LUMO energy, hartree: -0.199
E_HOMO, eV: -14.12
Multiplicity: 1
Charge: +3
HOMO-LUMO gap, eV: 8.70
M, g/mol: 575.0

Mulliken population analysis, charges in e, atoms 1 to 5: 0.987, -0.653, -0.602, -0.705, -1.330

Molecular formula: C32H72O12
Method: DFT, the ωB97M-V functional and the def2-TZVPD basis

Positions of all 116 atoms, in Å:
C  -1.627  -5.164  3.773
C  -0.941  -4.366  4.895
C  -1.542  -2.901  4.768
O  -2.635  -2.991  3.841
C  -2.222  -4.072  2.921
H  -2.470  -5.693  4.199
H  -1.141  -5.955  3.146
H  0.139  -4.374  4.839
H  -1.228  -4.849  5.797
H  -0.756  -2.147  4.451
H  -2.017  -2.632  5.674
H  -1.509  -3.578  2.275
H  -3.111  -4.317  2.375
C  -4.474  0.549  -0.771
C  -4.708  0.475  -2.249
C  -4.951  -0.997  -2.540
O  -4.536  -1.696  -1.360
C  -4.881  -0.836  -0.263
H  -5.038  1.406  -0.361
H  -3.411  0.666  -0.519
H  -3.753  0.838  -2.683
H  -5.538  1.090  -2.685
H  -4.471  -1.404  -3.393
H  -6.017  -1.050  -2.817
H  -4.292  -1.118  0.636
H  -5.986  -0.920  -0.203
C  5.157  -0.262  -1.988
C  3.857  -0.194  -2.806
C  2.764  -0.107  -1.701
O  3.480  -0.139  -0.424
C  4.780  0.344  -0.736
H  5.981  0.200  -2.497
H  5.572  -1.254  -1.779
H  3.646  -1.041  -3.486
H  3.845  0.686  -3.483
H  2.016  -0.893  -1.618
H  2.323  0.875  -1.789
H  5.427  0.111  0.091
H  4.749  1.471  -0.891
C  1.124  5.577  -2.475
C  0.718  6.701  -1.420
C  1.640  6.298  -0.276
O  2.833  5.767  -0.892
C  2.297  4.874  -1.858
H  1.396  6.156  -3.353
H  0.288  4.921  -2.764
H  -0.277  6.813  -1.016
H  1.097  7.644  -1.893
H  1.173  5.532  0.355
H  2.066  7.108  0.300
H  1.944  3.887  -1.423
H  3.090  4.712  -2.562
C  3.876  -2.015  2.503
C  4.052  -3.314  1.661
C  2.605  -3.731  1.449
O  1.827  -3.251  2.542
C  2.598  -2.272  3.245
H  3.881  -1.093  1.880
H  4.707  -1.931  3.182
H  4.485  -4.095  2.279
H  4.580  -3.167  0.698
H  2.467  -4.820  1.481
H  2.122  -3.456  0.558
H  2.742  -2.555  4.286
H  1.971  -1.408  3.211
C  -1.503  -2.605  -6.845
C  -1.092  -2.883  -5.395
C  -2.248  -2.267  -4.576
O  -3.383  -2.401  -5.381
C  -3.056  -2.626  -6.780
H  -1.030  -3.260  -7.574
H  -1.166  -1.586  -7.095
H  -0.099  -2.679  -5.063
H  -1.320  -3.957  -5.306
H  -2.007  -1.229  -4.363
H  -2.414  -2.809  -3.642
H  -3.555  -1.828  -7.315
H  -3.498  -3.544  -7.079
C  3.345  4.274  3.486
C  4.023  3.626  2.175
C  4.141  2.189  2.582
O  2.997  1.839  3.516
C  2.593  3.098  4.134
H  2.732  5.155  3.201
H  4.171  4.640  4.089
H  4.947  4.193  1.974
H  3.290  3.814  1.374
H  5.108  2.025  3.023
H  4.038  1.411  1.840
H  2.850  3.037  5.161
H  1.509  3.200  4.024
C  -0.477  -0.206  -0.250
C  -0.034  0.904  0.729
C  -0.387  2.179  -0.032
O  -1.356  1.858  -1.072
C  -0.891  0.596  -1.552
H  -1.319  -0.735  0.114
H  0.401  -0.844  -0.606
H  1.072  0.752  0.870
H  -0.538  0.855  1.671
H  0.518  2.497  -0.574
H  -0.702  3.012  0.629
H  -0.040  0.737  -2.235
H  -1.675  0.128  -2.098
O  -3.853  0.628  2.758
H  -4.351  -0.041  3.297
H  -4.434  1.369  2.693
O  -3.923  3.587  0.184
H  -3.219  3.083  -0.202
H  -3.889  3.387  1.122
O  -2.284  -3.292  -1.151
H  -2.549  -4.208  -1.283
H  -3.113  -2.770  -1.308
O  -4.795  -1.455  4.292
H  -4.082  -2.139  4.333
H  -5.231  -1.351  5.168

LUMO energy, hartree: 0.022
E_HOMO, eV: -9.15
Multiplicity: 1
SMILES: C1CCOC1.C1CCOC1.C1CCOC1.C1CCOC1.C1CCOC1.C1CCOC1.C1CCOC1.C1CCOC1.O.O.O.O
HOMO-LUMO gap, eV: 9.75
M, g/mol: 648.9

Mulliken population analysis, charges in e, atoms 1 to 5: -0.602, -0.516, -0.367, -0.631, -0.297

- The highest HOMO-LUMO gap belongs to which entry?
  C32H72O12

- The highest M belongs to which entry?
  C32H71ClN2O23P5Si